[1]
Below is a cluster of 5 separate species, C32H59B2BrIN6O12P in total at a distorted geometry, with properties calculated with wB97M-V/def2-TZVPD.

Last column: Mulliken charge in e.
Cartesian coordinates (Å):
H: 6.05 3.82 0.86  0.3955
O: -0.68 2.13 3.23  -0.4594
C: -0.26 3.21 2.92  0.1250
H: 2.59 -7.42 0.53  0.3327
H: -5.43 2.06 -0.29  0.2026
C: 3.23 -6.65 0.96  -0.2963
O: -2.58 5.57 -2.78  -0.6121
O: 0.14 2.53 -1.12  -0.1733
H: 1.83 -8.33 4.42  0.2876
B: 0.40 5.17 0.12  0.5904
C: -5.23 1.23 1.70  -0.1720
H: 4.14 2.30 0.50  0.1565
C: 3.65 -10.32 3.64  -0.3602
N: 0.39 -4.56 -1.73  -0.3486
H: -1.19 3.63 -3.14  0.3010
C: -1.62 -1.04 0.28  -0.0464
Br: 1.53 3.80 3.54  -0.2233
H: 7.64 2.88 -0.84  0.3099
C: -2.59 -2.21 0.10  -1.1613
C: -2.66 0.94 -0.99  2.1268
H: -0.48 -4.73 -4.74  0.2967
H: 1.77 -11.35 3.91  0.2941
C: 0.00 2.67 0.29  -2.6242
C: 4.66 -6.84 0.48  -1.2872
H: -3.53 -2.06 0.63  0.2192
O: -5.13 5.45 0.69  -0.6452
C: -3.13 3.92 -0.11  1.7390
H: 6.63 3.53 -2.14  0.3568
H: -5.80 0.34 1.41  0.3466
H: -2.82 -2.32 -0.96  0.3832
H: 3.19 -6.78 2.05  0.1657
I: 0.38 -1.88 0.50  0.0051
H: 1.42 -3.67 -5.96  0.3254
H: 4.17 -9.44 4.04  0.2788
C: 0.43 -4.66 -2.87  0.2255
H: 0.41 -9.37 4.54  0.3416
H: -4.26 3.02 -1.81  -0.0835
O: 0.02 6.48 0.23  -0.6246
C: 6.93 3.66 -1.10  -1.3036
H: 5.34 -6.12 0.94  0.3871
H: 4.73 -6.73 -0.60  0.3003
H: -2.42 7.27 -0.72  0.2126
H: 0.43 6.93 -0.52  0.2762
C: 3.53 -10.18 2.19  0.2427
H: 7.44 4.62 -1.03  0.3771
C: -3.52 2.61 0.64  -1.8737
H: 4.26 -11.19 3.85  0.2984
N: 1.79 4.92 -0.32  -0.4580
H: 2.65 -5.14 -0.49  0.0653
H: -0.57 5.19 2.35  0.7989
H: 1.00 -5.69 -4.59  0.2883
C: -2.80 4.39 -2.56  0.2962
O: 1.33 1.76 -1.32  -0.4985
H: 1.79 2.19 -2.06  0.2128
H: 5.02 -7.84 0.74  0.3495
H: 2.40 -10.60 5.37  0.3082
H: 5.65 1.47 0.11  0.4041
C: 3.44 -4.20 1.19  0.1326
H: 1.86 4.50 -1.24  0.2558
P: -4.06 0.05 -1.92  -0.1453
H: -3.61 5.82 3.01  0.4789
O: -1.75 4.15 -0.40  0.1318
C: 5.73 3.63 -0.16  -0.2713
C: 0.72 -2.21 -4.55  -0.9816
H: 1.62 -5.18 0.94  0.3070
H: 2.36 -3.60 -4.48  0.3020
O: -4.84 1.34 2.84  -0.4887
C: -2.93 7.47 0.21  -1.2793
H: -0.54 1.84 0.73  0.6976
O: -2.83 1.41 0.35  0.1540
H: -1.99 4.22 2.36  0.1375
H: -5.44 5.08 1.52  0.3114
H: -2.15 -3.15 0.41  0.4613
O: -5.28 -0.31 -0.85  -0.4485
H: -0.30 -2.13 -4.95  0.3182
C: 2.65 -5.28 0.59  0.0471
C: 4.99 2.29 -0.19  -0.2333
H: -1.80 -0.54 1.22  0.3841
H: -1.60 -0.70 -1.81  1.2034
N: -2.84 6.28 1.07  0.3332
B: -3.75 5.24 0.58  0.4119
C: -0.69 4.02 0.53  1.8043
C: 0.53 -4.74 -4.33  -0.4532
C: -1.52 -0.09 -0.92  -1.7524
H: -0.56 0.39 -0.95  -0.0117
H: -4.60 4.72 -1.59  0.8805
H: -5.59 3.17 1.06  0.6201
H: 1.17 -9.11 2.98  0.3175
H: -2.30 1.73 -1.65  -0.9374
O: -2.13 3.40 -3.19  -0.3985
C: -3.83 3.97 -1.54  -1.0940
H: -4.10 7.39 2.37  0.3890
N: 4.07 1.76 -2.58  -0.6275
H: 1.00 2.66 0.71  0.6751
N: 4.09 -3.39 1.68  -0.5577
H: 0.68 -2.04 -3.47  0.1990
H: 2.35 4.42 0.34  0.1327
H: -2.47 7.16 2.95  0.3203
H: -3.30 2.80 1.69  0.5125
C: 4.47 1.99 -1.53  0.3670
H: -5.52 1.40 -2.97  0.3135
C: 1.34 -3.56 -4.88  -0.4820
C: 1.37 -9.25 4.04  -1.0975
C: 2.26 -10.46 4.29  -0.4212
O: -4.64 1.04 -3.13  -0.4674
H: -3.97 7.78 0.06  0.4144
H: 1.31 -1.40 -4.98  0.3633
N: 3.42 -10.07 1.05  -0.4712
H: -2.43 8.29 0.71  0.4149
C: -0.96 4.22 2.05  -1.0295
C: -3.28 6.67 2.42  -1.4117
H: 5.03 4.43 -0.43  0.1713
C: -5.03 2.33 0.67  -0.5666
H: -6.15 -0.14 -1.22  0.2922

Summary:
total charge	0
LUMO level	-0.01	eV

=====

[2]
Below is a structure of composition C32H59Br3F3I2N7O12S, with properties calculated with wB97M-V/def2-TZVPD.

Last column: Mulliken charge in e.
Cartesian coordinates (Å):
H: 9.07 6.03 5.88  0.3748
C: -7.65 -7.64 -3.88  0.8083
N: -0.93 5.31 -5.95  -0.1540
O: 0.65 1.51 -1.07  0.2373
H: 0.78 5.06 -3.78  0.3145
C: -2.10 4.80 -0.93  -1.8277
C: 8.38 5.22 5.62  -1.3384
O: 0.11 2.69 4.12  -0.5598
Br: -1.75 2.45 -2.53  -0.0743
H: 4.85 -1.39 1.56  0.4517
F: -2.11 -0.08 3.85  -0.2290
O: 7.45 3.77 7.28  -0.5924
H: -7.58 -6.47 -2.28  0.2257
C: 4.82 0.48 6.70  0.7187
H: 0.03 0.63 -3.99  -0.3676
C: 0.31 5.17 -6.68  -0.7879
C: 6.41 1.02 8.58  -0.7075
N: -8.23 -7.00 -2.83  -0.1614
F: -0.36 -0.05 5.11  -0.2604
O: -2.02 0.18 -5.34  -0.6106
H: -4.69 -4.71 -4.40  0.3412
F: -1.90 1.42 5.38  -0.2958
C: 0.33 0.41 -5.00  -0.6644
O: -1.03 -3.28 2.10  -0.5573
C: 8.43 4.10 6.63  0.7890
H: 7.47 1.18 8.38  0.1391
H: -9.33 -7.84 -5.23  0.3549
H: -9.04 -9.26 -4.21  0.3641
H: -7.94 -8.90 -5.55  0.3037
C: -8.56 -8.46 -4.77  -1.3120
H: 0.63 -1.26 -8.30  0.3075
C: -0.90 2.87 0.13  -0.6668
N: 5.81 0.17 7.57  -0.1441
C: -3.32 -3.16 2.80  -1.2658
N: -1.59 -4.53 3.88  -0.1620
C: 0.13 5.94 -3.83  -1.1461
Br: -0.69 4.03 1.61  -0.0874
H: 5.03 2.63 6.62  0.2523
H: -3.47 -4.67 4.77  0.3228
H: -0.62 -4.82 3.88  0.2349
H: 0.34 5.86 -7.53  0.3065
C: -1.89 -3.65 2.88  0.8229
H: 10.76 4.54 5.42  0.3215
H: -1.80 5.13 -6.43  0.2410
H: 1.30 0.65 3.22  0.1858
O: 1.74 2.25 0.91  -0.2351
H: 5.93 2.00 8.57  0.3103
H: -3.61 -2.64 3.70  0.3747
O: 1.73 3.75 -1.02  -0.5794
H: -5.34 -1.23 -5.92  0.2465
H: -2.52 -6.16 4.82  0.2948
H: -1.59 -0.32 -7.64  0.2003
H: 6.30 0.59 9.57  0.2903
H: 6.16 -0.77 7.46  0.2360
C: 2.98 -0.32 1.36  0.4092
H: 7.36 5.61 5.61  0.2886
H: -2.61 4.99 -1.88  0.4286
H: 3.48 1.98 6.02  -0.1417
N: -0.73 -0.15 -7.14  -0.1176
H: -2.79 4.94 -0.10  0.4421
H: -0.18 6.19 -2.82  0.1311
C: -2.47 -5.07 4.89  -0.8607
C: 0.51 -0.26 -7.88  -0.9112
C: 3.87 -1.52 1.11  -1.5804
C: -4.20 -4.22 -6.44  0.6595
H: 1.00 -0.45 -5.00  0.4493
H: 0.69 6.77 -4.25  0.4625
O: 4.42 -0.33 5.88  -0.6503
C: 0.87 1.10 1.17  1.0943
H: 11.22 2.85 5.59  0.2930
C: -1.54 3.40 -0.90  1.0263
N: 9.63 3.47 6.80  -0.1368
C: -0.90 0.14 -5.82  0.7144
H: -3.91 -1.40 -4.88  0.2475
H: -4.00 -4.00 2.64  0.4511
H: -5.06 -5.97 -5.59  0.3308
I: 3.96 1.06 2.62  0.0580
O: -2.23 5.72 -4.17  -0.6378
C: -0.55 1.64 3.44  -0.7836
S: 1.93 2.38 -0.68  1.3870
O: -6.46 -7.55 -4.09  -0.6246
H: 3.80 2.07 7.76  0.4216
H: -1.36 2.07 2.85  0.6820
H: -3.51 -2.47 -7.09  0.1608
H: 3.41 -2.42 1.53  0.3404
H: -1.29 5.52 -0.83  0.3789
H: -10.21 -7.60 -3.12  0.3096
H: 1.15 5.40 -6.03  0.3089
H: -6.09 -4.54 -5.46  0.3461
H: 0.54 0.46 -8.70  0.2870
Br: -1.65 0.18 0.06  0.1695
I: 1.16 -1.73 -0.39  0.0893
H: -2.12 -4.81 5.89  0.2802
C: -5.07 -4.90 -5.41  -1.1445
C: -9.62 -6.99 -2.43  -0.8403
C: -1.11 5.66 -4.64  0.7540
H: 0.71 2.30 4.78  0.4143
H: -5.29 -2.50 -4.69  0.3448
C: -0.23 1.48 0.11  -0.0570
H: 9.60 2.74 7.49  0.2050
O: -3.62 -4.84 -7.32  -0.6785
H: 11.66 4.02 6.84  0.2953
H: 0.88 1.27 -5.40  0.3570
H: 4.00 -1.66 0.03  0.4323
H: -9.74 -7.40 -1.43  0.2886
H: -0.03 -0.21 2.48  0.1870
C: 0.41 0.79 2.60  -0.3052
H: 1.35 -0.06 -7.22  0.3435
C: 4.25 1.88 6.78  -0.7164
H: -10.03 -5.98 -2.45  0.2861
H: -3.39 -2.48 1.96  0.1203
C: -4.69 -1.95 -5.41  -0.7661
C: -1.24 0.73 4.45  0.3535
C: 10.88 3.73 6.13  -0.8799
N: -4.09 -2.86 -6.37  -0.0865
H: 8.63 4.86 4.62  0.3783
C: 1.77 -0.15 0.84  -0.6314
H: 0.43 4.16 -7.05  0.2165
O: 3.07 1.68 -1.15  -0.6575

Summary:
total charge	0
LUMO level	0.31	eV

=====

[3]
Below is a cluster of 2 separate species, C32H60F5N3O5P in total at a distorted geometry, with properties calculated with wB97M-V/def2-TZVPD.

Last column: Mulliken charge in e.
Cartesian coordinates (Å):
H: -0.59 6.42 2.52  0.1135
C: -4.40 4.30 -2.19  -0.4548
C: 0.22 2.43 0.18  -0.2283
C: -3.07 0.52 -1.78  -0.1430
F: -3.46 -1.21 0.00  -0.3805
C: 2.35 5.56 3.91  0.4739
H: -3.33 1.57 -2.28  -0.0756
H: 1.40 -4.03 0.60  0.0914
H: -1.44 0.85 2.95  0.5376
C: 1.05 -4.91 1.14  -0.5130
F: 1.54 6.81 4.06  -0.2515
C: -0.99 2.41 1.24  1.7027
H: 0.02 0.84 -3.03  0.3531
H: -4.98 0.15 -0.61  0.3454
H: -0.36 5.06 -0.27  0.1463
H: 2.87 -7.58 0.54  0.0098
H: -4.95 4.37 0.03  0.2060
H: -0.17 4.88 4.01  0.4745
H: 3.09 -5.36 -0.56  0.4398
O: 3.38 1.70 -2.35  -0.3742
H: -5.11 2.66 -0.80  0.1028
H: 1.06 1.59 0.31  0.4314
H: 3.06 -6.15 -2.16  0.5231
C: 2.98 -7.57 -0.54  -0.3792
H: 1.59 5.13 1.76  0.3946
F: 3.73 5.99 3.48  -0.2504
F: 0.70 1.00 2.74  -0.3918
C: 0.47 -5.96 0.19  -0.6903
H: -4.64 1.55 1.21  0.6480
C: 2.17 -5.34 2.10  -0.6170
H: 2.67 -6.78 3.61  0.3735
N: 1.17 -6.14 -1.18  0.2175
C: -2.60 2.46 0.77  -0.8965
C: 0.66 -5.15 -2.26  -0.9043
C: 0.91 -3.67 -1.98  -0.6711
C: 0.83 -7.58 -1.69  -0.6105
H: 1.43 -7.35 2.51  0.3186
C: -3.16 3.25 2.14  0.1516
N: -0.76 5.93 0.13  -0.7917
H: -0.64 -3.49 -0.43  0.2150
C: 1.93 -8.48 -1.15  -0.7391
P: -1.28 5.51 1.59  0.6882
C: 1.79 -6.47 3.04  -1.3854
H: -0.40 -5.36 -2.42  0.5311
H: 1.07 -3.17 -2.95  0.6087
O: -4.31 3.77 2.50  -0.5965
C: -0.63 1.03 2.12  -0.7696
C: 3.53 2.96 -1.55  0.0632
C: 2.05 1.87 -2.98  0.1565
C: 0.76 1.25 -2.18  -0.2848
O: 2.67 3.43 2.62  -0.4930
H: 0.44 -6.94 0.67  0.6162
H: 2.35 -9.09 -1.95  0.2945
H: 3.07 -5.60 1.55  0.1648
H: 0.22 -4.55 1.77  0.5022
C: -3.81 0.21 -0.38  0.0538
H: 0.35 3.09 4.11  0.2697
H: 5.76 3.16 -1.92  0.2805
H: -2.82 5.93 -1.94  0.2082
H: 1.83 -3.51 -1.41  0.2892
H: -2.69 5.91 1.63  0.1099
C: -3.99 5.89 -2.14  -0.8269
H: -1.13 2.47 -1.81  -0.2484
H: -5.38 4.07 -2.79  0.3600
C: 1.69 4.54 2.78  0.2057
C: -0.65 -0.35 1.18  0.2420
H: 0.87 -7.56 -2.79  0.4112
H: -2.29 3.98 -0.73  0.1807
C: -0.05 2.50 -1.41  -0.2374
N: -3.01 3.40 -0.29  0.8921
H: -1.01 -0.08 0.11  -0.7681
H: 4.78 4.87 -1.90  0.3110
H: 0.46 -0.77 1.07  0.3529
F: 2.40 4.94 5.28  -0.2578
C: -0.27 -2.97 -1.32  -0.3017
C: 2.69 -6.20 -1.13  -0.8526
H: -3.53 3.75 -2.78  0.1034
C: -3.56 1.14 0.90  -1.0749
H: 1.19 -5.42 -3.19  0.5060
H: -4.53 6.37 -1.22  0.2265
C: -4.40 3.58 -0.68  -0.3463
H: -3.46 -0.28 -2.57  0.4140
H: 2.44 -4.47 2.71  0.5059
H: 0.45 3.48 -1.87  0.7878
C: -0.92 3.76 2.20  -0.2679
O: 1.84 2.52 -4.14  -0.5516
H: -3.29 0.42 1.81  0.3439
H: -4.24 6.44 -3.17  0.3247
H: 0.99 0.35 -1.48  0.1357
H: 1.02 -6.15 3.75  0.3829
H: 0.02 -1.96 -1.01  -0.6553
H: 4.00 -7.91 -0.76  0.5923
H: -1.91 0.44 -1.81  -0.3459
O: -2.09 3.47 3.12  -0.4276
H: 3.15 3.26 3.48  0.4052
C: 4.81 3.76 -2.25  -0.9339
H: 4.64 3.63 -3.42  0.2487
C: 0.25 3.99 3.33  -1.0078
H: 1.53 -9.18 -0.40  0.3520
H: 0.85 3.42 0.43  -0.2258
H: -0.18 -7.85 -1.37  0.4029
H: -0.58 -5.72 -0.05  0.3845
H: -1.36 -1.18 1.61  0.2457
H: -1.11 -2.88 -2.02  0.5031
H: 2.61 3.68 -1.66  0.0449
H: 3.67 2.76 -0.40  0.2493

Summary:
total charge	+1
LUMO level	-2.33	eV

=====

[4]
Below is a cluster of 10 separate species, C32H60FNO20S4 in total at a distorted geometry, with properties calculated with wB97M-V/def2-TZVPD.

Last column: Mulliken charge in e.
Cartesian coordinates (Å):
C: 2.77 4.87 0.47  -0.2102
H: 1.60 -0.25 0.17  0.2407
H: -4.70 -3.41 0.66  0.1438
H: -4.72 2.60 -1.35  0.2463
O: 1.80 -2.32 -1.23  -0.5025
H: 1.97 1.44 -6.59  0.5161
O: 2.89 -0.95 5.35  -0.3324
H: 3.53 0.35 3.74  0.1712
H: 0.40 0.81 0.62  -0.0530
C: 3.88 -0.42 4.44  -0.5150
C: -0.66 2.81 4.72  0.7072
C: -2.71 -1.58 4.54  0.0633
H: 3.64 4.24 0.38  0.3170
O: 3.65 -3.70 -0.53  -0.7811
H: -3.23 -2.16 5.40  0.3851
O: -0.39 0.61 -5.54  -0.7383
H: 2.62 -3.11 -3.45  0.0355
C: -2.46 -2.07 -1.81  0.0933
H: -2.46 -3.32 1.45  -0.0276
O: 1.38 6.07 -0.94  -0.4062
S: -0.64 -2.46 3.08  1.2507
H: -0.81 3.79 5.18  0.1693
C: 2.87 -2.28 5.16  0.6533
H: -5.33 -1.97 -0.07  0.4715
O: -0.98 2.93 2.46  -0.1543
O: -0.29 -3.84 3.38  -0.7703
H: 0.43 0.75 5.57  -0.0201
C: 0.95 -4.69 -3.09  -0.9849
H: -2.35 4.38 -2.33  0.0209
C: 1.11 0.40 -3.35  0.7184
O: -1.87 2.36 4.35  -0.3455
F: 2.91 2.33 1.81  -0.8098
H: -3.32 -3.27 3.67  0.5316
C: -2.04 2.39 3.01  0.5082
O: -3.27 -1.86 -2.71  -0.1983
H: 3.30 -0.31 -3.65  0.2022
H: 3.04 -1.23 2.27  -0.1459
O: -2.90 -2.92 -0.86  -0.0427
H: 2.63 3.08 -1.47  0.0784
H: -3.71 3.69 -0.43  0.6031
H: 4.60 -0.36 1.78  0.3669
H: -4.19 -4.43 -1.48  0.3140
S: 0.80 0.02 -5.06  1.3081
C: -4.21 -3.29 -1.24  0.3511
C: -2.18 -2.42 2.17  0.0945
H: 4.55 0.01 5.12  0.3965
C: -2.90 1.53 -3.16  -1.5106
H: 1.56 3.86 -2.70  0.3423
H: -0.47 -4.42 -1.79  -0.5021
H: -2.74 3.09 -4.43  0.3700
H: -2.30 1.06 -3.78  1.0100
H: 2.73 -0.16 -6.24  0.3335
H: 3.17 -4.77 -2.97  0.4471
C: 0.32 -5.20 -1.79  0.1703
C: -3.38 2.90 -3.66  -0.8446
H: 2.86 0.97 -2.54  0.6583
C: 2.35 -4.08 -2.82  -0.4624
H: 1.86 1.34 -0.03  -0.0142
O: -2.96 1.97 2.35  -0.5572
H: 0.72 2.41 3.11  0.0271
C: 1.66 4.80 -0.57  1.5883
C: 1.25 -4.81 -0.57  -0.8699
C: 0.03 3.19 3.43  -0.1287
H: 3.07 4.43 -2.31  0.4625
C: 4.54 -1.62 3.68  0.2934
H: -2.31 -1.58 1.52  -0.0306
H: -0.80 -2.64 5.19  0.4779
H: 0.80 -4.50 0.21  0.4938
C: -3.50 3.95 -2.55  -0.2717
H: -4.46 2.94 -4.00  0.2623
H: 0.93 -0.59 -2.82  -0.3893
C: -4.38 -2.70 -2.56  -0.5760
H: -4.23 4.75 -2.74  0.4424
H: 0.72 0.18 -0.88  -0.4450
H: 2.41 4.65 1.54  -0.0149
H: 2.74 2.56 -4.59  0.1427
H: 0.78 4.20 -0.10  -0.3947
H: -4.24 -2.08 2.99  0.3975
H: 3.99 1.45 -4.88  0.5991
O: 3.81 -2.73 4.32  -0.3885
O: 3.10 6.31 0.51  -0.3269
H: 4.44 -2.19 1.57  0.2876
H: 5.58 -1.59 3.79  0.4164
H: -0.41 -0.71 4.89  -0.6140
O: 2.27 -3.09 5.74  -0.5477
H: -2.99 -0.51 4.06  -0.0486
H: 1.06 2.28 5.88  0.5162
C: 2.72 0.58 -3.42  -0.8150
C: -5.27 -2.93 -0.22  -1.4196
C: -3.21 -2.27 3.33  -1.2623
C: 2.97 1.41 -4.68  -0.7956
C: 2.17 0.75 -5.88  -0.8262
S: -2.73 1.68 -1.37  0.8706
C: 2.41 6.90 -0.46  0.4540
H: 0.97 -5.50 -3.67  0.5736
H: -0.19 -6.12 -1.84  0.6544
C: -3.67 3.16 -1.32  -0.9749
O: 2.50 8.05 -0.94  -0.6076
H: 0.45 1.41 -3.30  -0.1100
O: 0.91 -1.49 -5.11  -0.6907
C: 2.17 4.05 -1.81  -1.3823
O: 0.35 -1.67 2.34  -0.2300
C: 0.13 1.91 5.65  -1.0874
H: -0.52 2.10 6.67  0.2248
H: 1.77 -5.81 -0.36  0.2812
H: -5.33 -2.04 -2.68  0.2773
H: 0.38 -4.05 -3.81  0.2753
H: -4.40 -3.42 -3.39  0.2789
H: 0.44 4.23 3.37  0.1929
O: -3.41 0.61 -0.73  -0.7234
H: -6.19 -3.47 -0.34  0.4564
N: 1.18 0.58 -0.05  1.1605
C: 4.21 -1.31 2.21  -0.7053
C: -1.20 -1.71 4.57  -0.3000
S: 2.37 -3.53 -1.17  1.0970
O: -1.43 -1.36 -1.60  0.0693
O: -1.39 2.05 -0.99  -0.2964
H: -3.69 0.99 -3.09  0.6394

Summary:
relative energy (zero: lowest compared OMol25 entry of this formula, charge and spin)	0.0	kJ/mol
total charge	0
LUMO level	-0.03	eV